1.
Here is a cluster of 11 separate species, C66H198N33O11P11 in total from OMol25. Energies are from ωB97M-V/def2-TZVPD.

Geometry as XYZ:
```
319
Properties=species:S:1:pos:R:3:lowdin_charge:R:1
C -2.733 4.266 -5.770 -0.13
N -2.706 5.479 -5.007 -0.29
C -1.558 6.273 -5.265 -0.11
P -3.392 5.674 -3.486 0.47
O -3.291 7.084 -3.124 -0.28
N -4.894 5.036 -3.469 -0.29
C -5.574 4.996 -2.152 -0.09
C -5.861 5.332 -4.465 -0.14
N -2.500 4.843 -2.395 -0.29
C -2.053 3.475 -2.638 -0.10
C -1.797 5.442 -1.321 -0.12
H -3.605 3.620 -5.663 0.07
H -1.857 3.643 -5.548 0.07
H -2.541 4.515 -6.803 0.08
H -1.506 6.605 -6.321 0.10
H -0.663 5.732 -5.040 0.07
H -1.686 7.184 -4.727 0.07
H -4.875 4.648 -1.398 0.05
H -5.947 6.023 -1.810 0.11
H -6.395 4.237 -2.229 0.08
H -6.510 4.505 -4.670 0.06
H -6.478 6.214 -4.188 0.10
H -5.480 5.661 -5.423 0.08
H -1.030 3.374 -3.177 0.10
H -1.912 2.981 -1.601 0.10
H -2.760 2.928 -3.205 0.03
H -1.851 6.521 -1.309 0.08
H -0.787 5.126 -1.336 0.05
H -2.073 5.103 -0.312 0.08
C 6.860 -0.941 -1.714 -0.09
N 8.195 -1.191 -1.172 -0.31
C 9.290 -0.985 -2.076 -0.11
P 8.559 -1.641 0.335 0.46
O 9.753 -2.497 0.309 -0.29
N 8.606 -0.259 1.289 -0.30
C 8.959 1.050 0.720 -0.11
C 9.193 -0.304 2.665 -0.10
N 7.206 -2.439 0.887 -0.28
C 6.961 -3.864 0.682 -0.11
C 6.210 -1.784 1.820 -0.08
H 6.799 0.038 -2.183 0.07
H 6.083 -0.936 -0.923 0.07
H 6.484 -1.630 -2.490 0.08
H 10.100 -1.574 -1.738 0.06
H 9.590 0.054 -2.211 0.08
H 8.924 -1.354 -3.035 0.09
H 10.053 1.082 0.605 0.09
H 8.495 1.176 -0.285 0.08
H 8.630 1.846 1.379 0.08
H 8.916 0.529 3.338 0.09
H 8.962 -1.242 3.105 0.06
H 10.261 -0.364 2.545 0.07
H 7.777 -4.573 0.993 0.09
H 6.081 -4.103 1.333 0.07
H 6.676 -4.138 -0.379 0.09
H 6.593 -1.046 2.476 0.04
H 5.811 -2.612 2.376 0.05
H 5.360 -1.344 1.244 0.05
C -7.541 -0.732 2.725 -0.10
N -6.151 -0.703 2.249 -0.28
C -5.181 -1.034 3.245 -0.15
P -5.534 0.114 0.924 0.50
O -4.244 -0.409 0.515 -0.26
N -6.823 0.113 -0.139 -0.29
C -7.345 -1.064 -0.698 -0.14
C -6.753 1.124 -1.252 -0.07
N -5.227 1.688 1.360 -0.28
C -3.945 2.401 1.234 -0.09
C -6.274 2.522 1.995 -0.08
H -7.706 -0.041 3.549 0.07
H -7.802 -1.707 3.143 0.08
H -8.219 -0.425 1.940 0.07
H -4.213 -1.188 2.732 0.06
H -5.411 -2.013 3.720 0.09
H -5.022 -0.227 4.010 0.08
H -8.399 -0.814 -0.923 0.10
H -6.874 -1.380 -1.613 0.05
H -7.231 -1.818 0.099 0.09
H -6.348 0.675 -2.169 0.05
H -7.767 1.404 -1.481 0.08
H -6.130 1.960 -0.954 0.06
H -3.988 3.069 0.352 0.07
H -3.686 3.084 2.088 0.09
H -3.159 1.693 1.099 0.03
H -6.326 3.504 1.597 0.07
H -6.138 2.562 3.079 0.06
H -7.197 1.986 1.818 0.06
C -2.009 -2.979 1.763 -0.11
N -2.846 -4.078 1.339 -0.26
C -3.728 -4.506 2.388 -0.11
P -2.656 -4.831 -0.107 0.45
O -1.356 -4.499 -0.721 -0.29
N -2.869 -6.427 0.192 -0.31
C -3.176 -7.362 -0.843 -0.10
C -2.048 -6.982 1.180 -0.15
N -3.840 -4.359 -1.079 -0.29
C -3.791 -4.510 -2.538 -0.10
C -5.208 -4.358 -0.677 -0.10
H -1.139 -2.984 1.137 0.05
H -1.645 -3.153 2.782 0.05
H -2.503 -2.011 1.758 0.05
H -3.036 -4.476 3.275 0.09
H -4.047 -5.498 2.185 0.06
H -4.557 -3.851 2.566 0.05
H -2.268 -7.575 -1.436 0.11
H -3.663 -8.212 -0.418 0.08
H -4.008 -7.030 -1.494 0.07
H -2.652 -7.653 1.818 0.10
H -1.259 -7.607 0.750 0.10
H -1.604 -6.300 1.825 0.04
H -4.514 -3.795 -2.932 0.05
H -2.827 -4.234 -2.938 0.06
H -3.995 -5.557 -2.914 0.09
H -5.601 -3.414 -1.052 0.06
H -5.351 -4.322 0.410 0.07
H -5.816 -5.151 -1.102 0.09
C -3.390 -0.019 -4.895 -0.12
N -4.283 -0.795 -4.101 -0.28
C -3.860 -0.860 -2.724 -0.10
P -5.688 -1.360 -4.669 0.44
O -6.232 -2.495 -3.893 -0.28
N -6.721 -0.087 -4.639 -0.31
C -8.119 -0.380 -4.297 -0.10
C -6.395 1.304 -4.901 -0.08
N -5.451 -1.701 -6.265 -0.31
C -4.518 -2.829 -6.537 -0.09
C -6.413 -1.509 -7.335 -0.09
H -2.421 -0.568 -4.928 0.07
H -3.275 0.964 -4.447 0.07
H -3.727 0.025 -5.930 0.08
H -3.664 0.100 -2.285 0.06
H -2.958 -1.458 -2.531 0.09
H -4.630 -1.288 -2.046 0.07
H -8.701 0.230 -4.945 0.06
H -8.338 -1.406 -4.557 0.07
H -8.521 -0.319 -3.254 0.08
H -7.297 1.701 -5.372 0.08
H -6.299 1.790 -3.914 0.07
H -5.494 1.346 -5.477 0.06
H -5.029 -3.799 -6.596 0.08
H -4.051 -2.685 -7.547 0.09
H -3.749 -2.915 -5.748 0.07
H -5.864 -1.368 -8.281 0.09
H -6.915 -0.590 -7.126 0.06
H -7.074 -2.381 -7.349 0.09
C 1.813 4.825 4.926 -0.08
N 2.461 3.678 5.483 -0.30
C 1.977 3.150 6.728 -0.12
P 3.706 2.992 4.773 0.54
O 3.977 3.582 3.443 -0.29
N 5.104 3.077 5.676 -0.31
C 6.195 4.034 5.324 -0.08
C 5.292 2.359 6.897 -0.14
N 3.306 1.296 4.707 -0.27
C 4.389 0.427 4.241 -0.09
C 2.006 0.850 4.336 -0.12
H 2.132 5.036 3.911 0.07
H 2.121 5.688 5.476 0.08
H 0.744 4.638 4.846 0.09
H 0.939 2.952 6.712 0.03
H 2.179 3.794 7.618 0.10
H 2.516 2.207 6.955 0.07
H 7.178 3.519 5.471 0.08
H 6.031 4.324 4.250 0.08
H 6.170 4.915 6.009 0.08
H 5.318 3.018 7.761 0.08
H 4.537 1.625 6.888 0.04
H 6.289 1.889 6.890 0.09
H 4.756 0.585 3.255 0.04
H 5.220 0.496 4.919 0.07
H 4.053 -0.589 4.377 0.07
H 1.798 -0.128 4.823 0.08
H 1.964 0.723 3.248 0.06
H 1.322 1.536 4.745 0.03
C -1.355 -4.337 7.318 -0.13
N -0.063 -4.796 6.971 -0.33
C 0.666 -5.263 8.089 -0.14
P 0.372 -5.044 5.372 0.59
O -0.730 -4.547 4.495 -0.30
N 1.822 -4.229 5.149 -0.29
C 2.366 -4.239 3.812 -0.13
C 2.035 -2.879 5.743 -0.08
N 0.722 -6.653 4.940 -0.31
C -0.281 -7.494 4.376 -0.12
C 1.894 -7.415 5.354 -0.12
H -1.915 -4.037 6.392 0.09
H -1.246 -3.526 8.029 0.07
H -1.917 -5.100 7.848 0.08
H 0.222 -6.171 8.552 0.10
H 0.849 -4.486 8.867 0.10
H 1.662 -5.610 7.801 0.07
H 1.820 -3.519 3.166 0.08
H 3.405 -3.920 3.823 0.08
H 2.202 -5.194 3.305 0.09
H 1.541 -2.090 5.175 0.06
H 1.679 -2.973 6.766 0.07
H 3.107 -2.650 5.654 0.08
H 0.231 -8.283 3.805 0.09
H -0.959 -7.903 5.127 0.09
H -0.934 -6.964 3.655 0.06
H 1.679 -8.277 6.002 0.08
H 2.672 -6.815 5.794 0.06
H 2.307 -7.863 4.425 0.09
C -3.095 3.196 7.196 -0.06
N -3.242 2.128 6.156 -0.29
C -3.915 2.479 4.919 -0.13
P -1.848 1.319 5.918 0.48
O -0.755 2.249 5.519 -0.30
N -1.563 0.734 7.441 -0.27
C -0.221 0.199 7.784 -0.07
C -2.475 -0.031 8.192 -0.17
N -1.922 0.084 4.845 -0.24
C -2.581 -1.116 5.264 -0.09
C -1.281 0.088 3.508 -0.08
H -2.094 3.592 7.130 0.07
H -3.176 2.758 8.167 0.06
H -3.786 3.977 6.850 0.09
H -3.453 3.349 4.492 0.08
H -4.999 2.659 5.147 0.10
H -3.908 1.737 4.135 0.04
H 0.030 0.240 8.819 0.07
H -0.078 -0.846 7.494 0.08
H 0.523 0.890 7.344 0.06
H -2.412 -1.102 8.128 0.06
H -2.391 0.122 9.236 0.07
H -3.520 0.267 7.881 0.11
H -2.307 -1.439 6.215 0.03
H -3.647 -1.030 5.153 0.06
H -2.331 -1.907 4.611 0.07
H -0.700 1.003 3.400 0.06
H -1.976 0.053 2.666 0.06
H -0.567 -0.804 3.366 0.11
C 6.921 4.326 -3.463 -0.10
N 5.498 4.004 -3.478 -0.31
C 5.247 3.293 -2.268 -0.13
P 4.426 5.129 -4.003 0.49
O 4.367 6.470 -3.344 -0.30
N 4.891 5.355 -5.560 -0.31
C 5.027 4.273 -6.411 -0.17
C 4.614 6.575 -6.267 -0.10
N 2.944 4.451 -3.831 -0.28
C 1.970 4.980 -2.884 -0.08
C 2.664 3.151 -4.366 -0.13
H 7.283 5.034 -4.228 0.09
H 7.478 3.354 -3.385 0.09
H 7.042 4.812 -2.462 0.09
H 5.930 2.479 -2.143 0.07
H 4.207 2.932 -2.285 0.06
H 5.428 3.895 -1.399 0.08
H 4.078 3.813 -6.676 0.07
H 5.630 4.510 -7.307 0.10
H 5.594 3.496 -5.926 0.07
H 5.299 6.696 -7.056 0.06
H 3.597 6.518 -6.725 0.09
H 4.548 7.428 -5.573 0.08
H 2.312 5.914 -2.475 0.07
H 1.016 5.142 -3.372 0.06
H 1.859 4.292 -2.040 0.08
H 3.463 2.842 -5.042 0.05
H 1.792 3.074 -4.986 0.07
H 2.575 2.448 -3.524 0.06
C -0.214 0.222 0.263 -0.15
N 0.596 0.568 -0.822 -0.26
C 0.044 0.250 -2.153 -0.08
P 2.298 0.422 -0.653 0.57
O 3.020 0.795 -1.891 -0.28
N 2.629 1.324 0.721 -0.29
C 4.045 1.441 0.955 -0.12
C 2.078 2.624 1.068 -0.10
N 2.767 -1.083 -0.192 -0.29
C 2.360 -1.599 1.077 -0.13
C 2.934 -2.124 -1.178 -0.08
H -1.201 0.734 0.292 0.08
H 0.310 0.453 1.241 0.08
H -0.471 -0.840 0.327 0.08
H 0.052 -0.743 -2.483 0.03
H 0.540 0.839 -2.941 0.07
H -1.013 0.525 -2.217 0.07
H 4.063 1.984 1.890 0.04
H 4.624 0.493 0.949 0.07
H 4.459 2.122 0.143 0.10
H 1.965 2.532 2.128 0.05
H 2.716 3.482 0.883 0.09
H 1.119 2.844 0.639 0.07
H 2.179 -0.787 1.739 0.04
H 1.493 -2.199 1.007 0.07
H 3.205 -2.227 1.491 0.09
H 3.684 -1.825 -1.929 0.07
H 1.972 -2.390 -1.631 0.06
H 3.272 -2.999 -0.608 0.09
C 0.736 -0.351 -8.481 -0.13
N 0.528 -0.704 -7.098 -0.32
C 0.355 0.451 -6.248 -0.15
P 1.535 -1.954 -6.470 0.55
O 1.783 -3.074 -7.445 -0.31
N 2.963 -1.382 -5.980 -0.28
C 4.130 -1.985 -6.544 -0.13
C 3.212 -0.375 -4.925 -0.08
N 0.699 -2.391 -5.088 -0.29
C 1.221 -2.869 -3.809 -0.10
C -0.725 -2.543 -5.235 -0.14
H 1.733 0.105 -8.728 0.09
H -0.052 0.388 -8.748 0.09
H 0.721 -1.314 -9.012 0.08
H 1.154 1.201 -6.274 0.07
H 0.419 0.163 -5.180 0.05
H -0.604 0.986 -6.416 0.09
H 4.733 -1.315 -7.175 0.09
H 4.777 -2.414 -5.784 0.08
H 3.832 -2.876 -7.132 0.08
H 2.308 0.120 -4.506 0.06
H 3.700 -0.788 -4.061 0.05
H 3.848 0.428 -5.307 0.08
H 1.038 -3.974 -3.642 0.11
H 2.307 -2.743 -3.801 0.07
H 0.686 -2.319 -3.002 0.05
H -1.000 -1.978 -6.147 0.07
H -1.266 -2.193 -4.377 0.05
H -1.003 -3.648 -5.310 0.11
```

The calculation puts the LUMO energy at 0.28 eV. The calculation puts the largest force on an atom at 3.6 eV/A. As for the structure (SMILES): CN(C)P(=O)(N(C)C)N(C)C.CN(C)P(=O)(N(C)C)N(C)C.CN(C)P(=O)(N(C)C)N(C)C.CN(C)P(=O)(N(C)C)N(C)C.CN(C)P(=O)(N(C)C)N(C)C.CN(C)P(=O)(N(C)C)N(C)C.CN(C)P(=O)(N(C)C)N(C)C.CN(C)P(=O)(N(C)C)N(C)C.CN(C)P(=O)(N(C)C)N(C)C.CN(C)P(=O)(N(C)C)N(C)C.CN(C)P(=O)(N(C)C)N(C)C. The energy above the lowest of the compared OMol25 structures with the same formula, charge and spin comes out at 2.4 kcal/mol. Its spin multiplicity is 1.

---

2.
Here is a structure of composition C66H58GeN8OS3Sb3Ti from OMol25. Energies are from ωB97M-V/def2-TZVPD.

Geometry as XYZ:
```
141
Properties=species:S:1:pos:R:3:mulliken_spin:R:1
Ti -0.338 0.427 1.035 0.94
C 0.210 0.950 6.464 0.00
N 0.160 1.268 5.062 0.00
C -0.479 0.639 4.050 0.05
N -0.289 1.318 2.913 0.01
C 0.534 2.330 3.292 0.02
N 0.800 2.340 4.570 0.00
C 0.959 -0.331 6.748 0.00
C 2.134 -0.317 7.499 0.00
C 2.784 -1.519 7.782 0.00
C 2.312 -2.715 7.301 0.00
C 1.150 -2.740 6.506 0.00
C 0.477 -1.526 6.266 0.00
C 0.635 -3.931 5.939 0.00
N 0.994 -5.185 6.126 0.00
N 0.215 -5.954 5.379 0.00
C -0.625 -5.174 4.727 0.00
O -0.409 -3.849 5.041 0.00
C -1.653 -5.521 3.819 0.00
C -1.906 -6.852 3.436 0.00
C -2.899 -7.121 2.527 0.00
C -3.649 -6.098 1.942 0.00
C -3.411 -4.773 2.316 0.00
C -4.213 -3.648 1.688 0.00
N -3.553 -2.382 1.830 0.00
C -2.315 -2.047 1.435 0.01
N -2.043 -0.805 1.829 0.01
C -3.176 -0.428 2.461 0.03
N -4.104 -1.351 2.483 0.00
C -2.443 -4.500 3.253 0.00
H -0.820 0.874 6.838 0.00
H 0.704 1.797 6.946 0.00
H -1.102 -0.224 4.178 -0.01
H 0.915 3.083 2.628 -0.01
H 2.540 0.615 7.866 0.00
H 3.687 -1.496 8.380 0.00
H 2.814 -3.647 7.508 0.00
H -0.451 -1.565 5.716 0.00
H -1.301 -7.631 3.874 0.00
H -3.086 -8.145 2.232 0.00
H -4.410 -6.325 1.209 0.00
H -5.188 -3.544 2.178 0.00
H -4.375 -3.855 0.622 0.00
H -1.620 -2.734 0.988 0.00
H -3.300 0.521 2.947 0.00
H -2.257 -3.489 3.582 0.00
C 0.961 -3.305 -2.605 0.00
C -0.322 -3.922 -2.075 0.00
C -1.582 -3.385 -2.737 0.00
Sb -2.183 -1.453 -1.839 0.02
C -4.300 -1.619 -2.399 0.00
C -4.778 -1.800 -3.689 0.00
C -6.125 -1.669 -3.977 0.00
C -7.026 -1.354 -2.973 0.00
C -6.567 -1.176 -1.678 0.00
C -5.219 -1.301 -1.406 0.00
C -1.638 1.534 -0.113 -0.06
C -2.822 2.123 0.364 0.02
C -3.636 2.911 -0.436 -0.01
C -3.298 3.150 -1.757 0.01
C -2.136 2.595 -2.266 -0.01
C -1.334 1.807 -1.457 0.02
Sb 0.978 -1.127 -2.721 -0.01
C 0.702 -1.235 -4.900 0.00
C 1.394 -2.088 -5.744 0.00
C 1.077 -2.176 -7.088 0.00
C 0.056 -1.397 -7.610 0.00
C -0.629 -0.525 -6.782 0.00
C -0.303 -0.451 -5.440 0.00
C 3.152 -0.978 -2.902 0.00
C 3.695 -0.362 -4.023 0.00
C 5.058 -0.155 -4.130 0.00
C 5.898 -0.540 -3.098 0.00
C 5.362 -1.122 -1.961 0.00
C 3.997 -1.343 -1.864 0.00
H 1.163 -3.677 -3.613 0.00
H 1.787 -3.582 -1.946 0.00
H -0.368 -3.766 -0.992 0.00
H -0.267 -5.010 -2.220 0.00
H -2.402 -4.097 -2.634 0.00
H -1.411 -3.211 -3.801 0.00
H -4.080 -2.032 -4.483 0.00
H -6.477 -1.798 -4.994 0.00
H -8.079 -1.239 -3.197 0.00
H -7.259 -0.930 -0.882 0.00
H -4.861 -1.138 -0.396 0.00
H -3.123 1.989 1.404 0.00
H -4.534 3.360 -0.023 0.00
H -3.934 3.762 -2.382 0.00
H -1.841 2.790 -3.289 0.00
H -0.433 1.369 -1.894 0.00
H 2.199 -2.690 -5.342 0.00
H 1.619 -2.860 -7.731 0.00
H -0.204 -1.466 -8.658 0.00
H -1.420 0.094 -7.186 0.00
H -0.849 0.229 -4.794 0.00
H 3.033 -0.051 -4.821 0.00
H 5.463 0.317 -5.017 0.00
H 6.966 -0.385 -3.183 0.00
H 6.000 -1.405 -1.137 0.00
H 3.605 -1.790 -0.954 0.00
S 3.717 -2.525 1.683 0.01
Sb 1.837 -1.349 2.201 -0.01
S 2.587 1.020 1.598 0.01
S 0.479 -1.610 0.166 -0.03
C 1.386 1.301 0.264 -0.02
Ge 1.638 3.180 -0.307 0.00
C 1.365 3.547 -2.251 0.00
C 1.716 2.614 -3.218 0.00
C 1.660 2.927 -4.565 0.00
C 1.266 4.192 -4.966 0.00
C 0.907 5.130 -4.013 0.00
C 0.951 4.803 -2.670 0.00
C 3.556 3.693 -0.056 0.00
C 3.998 4.135 1.184 0.00
C 5.332 4.431 1.399 0.00
C 6.247 4.282 0.372 0.00
C 5.824 3.818 -0.861 0.00
C 4.489 3.523 -1.070 0.00
C 0.649 4.660 0.633 0.00
C 1.196 5.937 0.675 0.00
C 0.533 6.982 1.294 0.00
C -0.689 6.760 1.906 0.00
C -1.247 5.494 1.873 0.00
C -0.588 4.461 1.230 -0.01
H 1.765 0.711 -0.592 0.00
H 2.048 1.624 -2.918 0.00
H 1.930 2.182 -5.303 0.00
H 1.248 4.448 -6.018 0.00
H 0.596 6.120 -4.322 0.00
H 0.660 5.533 -1.929 0.00
H 3.281 4.242 1.990 0.00
H 5.659 4.771 2.373 0.00
H 7.290 4.525 0.533 0.00
H 6.542 3.682 -1.659 0.00
H 4.160 3.154 -2.034 0.00
H 2.161 6.107 0.214 0.00
H 0.966 7.974 1.291 0.00
H -1.210 7.569 2.401 0.00
H -2.206 5.309 2.339 0.00
H -1.038 3.476 1.190 0.02
```

The calculation puts the LUMO energy (alpha / beta) at 2.86 / 2.86 eV. The calculation puts the largest force on an atom at 2.6 eV/A. As for the charge: -2. Its spin multiplicity is 2.